No. 1
C20H26BMnN8S2 | the ωB97M-V functional and the def2-TZVPD basis

HOMO energy (alpha / beta)	-14.015 / -14.017	eV
<S²>	2.03
Kohn-Sham gap (alpha / beta)	6.0055 / 6.2113	eV

Geometry as ORCA input:
```
! RIJCOSX wB97M-V def2-TZVPD def2/J DEFGRID3
* xyz 2 3
Mn 0.6796 -0.4728 -1.1570
S 2.0987 -0.2684 -3.0331
S 0.8933 -1.9708 -2.9076
N -1.6367 1.1391 3.1730
N -1.6441 1.1567 -0.6468
N -0.5320 -1.4198 0.0804
N 1.1881 0.9657 0.1013
N 0.2303 1.3902 0.9627
N -0.8692 0.6189 -1.6239
N -2.0633 1.4895 1.9102
N -1.2087 -0.6602 0.9782
C 3.5630 1.6460 -0.4383
C -2.5247 1.7310 -2.6019
C 2.6478 -3.8046 -1.3773
C -1.0216 -2.6846 0.1747
C -3.4033 2.5459 3.2954
C -2.2934 1.6359 5.4879
C 2.3044 -2.4466 -1.8930
C -0.6647 -3.8306 -0.7133
C -2.0446 -1.4257 1.6684
C -2.6433 1.8227 -1.2274
C -1.9553 -2.7234 1.1938
C -2.4474 1.7742 3.9999
C 0.6767 2.4312 1.6542
C -3.1290 2.3437 1.9792
C 2.2629 1.7782 0.2713
C -0.8210 0.5603 -4.1389
C 1.9676 2.7157 1.2435
C 4.5632 -1.2403 -1.7743
C 3.1009 -1.3672 -2.0328
C -1.3944 0.9650 -2.8195
B -1.2261 0.8840 0.8403
H -1.3234 2.0097 5.8168
H 2.6242 3.4878 1.6171
H 5.0938 -1.8640 -2.4992
H -3.3950 2.3267 -0.6474
H 3.7229 -3.9550 -1.4884
H 4.9273 -0.2282 -1.8929
H 0.1896 0.9495 -4.2859
H -3.0682 2.1963 6.0074
H -1.3610 -4.6452 -0.5286
H 4.1611 2.5351 -0.2535
H 4.8113 -1.5951 -0.7738
H -0.7641 -3.5782 -1.7734
H -2.5109 -3.5872 1.5273
H -1.4287 0.9751 -4.9398
H 4.1256 0.7973 -0.0578
H -4.1845 3.1647 3.7126
H -2.3617 0.5918 5.7932
H 2.1372 -4.5834 -1.9421
H -0.8292 -0.5246 -4.2762
H 0.3295 -4.2173 -0.5192
H -2.6623 -0.9998 2.4459
H -3.1751 2.1623 -3.3495
H -3.6220 2.7599 1.1172
H 0.0563 2.8988 2.4054
H 3.4441 1.5649 -1.5219
H 2.4094 -3.9205 -0.3225
*
```

Okay, here come the natural (NBO) numbers, in e, for every atom:
1 Mn 1.0224
2 S 0.3915
3 S 0.4043
4 N -0.3145
5 N -0.3033
6 N -0.3728
7 N -0.3852
8 N -0.3081
9 N -0.3188
10 N -0.4299
11 N -0.3071
12 C -0.6491
13 C -0.3044
14 C -0.6775
15 C 0.1964
16 C -0.3169
17 C -0.6469
18 C -0.1505
19 C -0.6520
20 C 0.0925
21 C 0.0721
22 C -0.3078
23 C 0.1766
24 C 0.0908
25 C -0.0188
26 C 0.2078
27 C -0.6570
28 C -0.3084
29 C -0.6834
30 C -0.1231
31 C 0.2038
32 B 0.9107
33 H 0.2369
34 H 0.2619
35 H 0.2731
36 H 0.2418
37 H 0.2663
38 H 0.2614
39 H 0.2237
40 H 0.2348
41 H 0.2724
42 H 0.2694
43 H 0.2676
44 H 0.2097
45 H 0.2619
46 H 0.2776
47 H 0.2339
48 H 0.2502
49 H 0.2367
50 H 0.2654
51 H 0.2212
52 H 0.2295
53 H 0.2681
54 H 0.2654
55 H 0.2100
56 H 0.2651
57 H 0.1998
58 H 0.2626

No. 2
C55H111N6O8 | the ωB97M-V functional and the def2-TZVPD basis

HOMO energy	-18.762	eV
relative energy (zero: lowest compared OMol25 entry of this formula, charge and spin)	1.5974	eV
Kohn-Sham gap	5.0317	eV

Geometry as ORCA input:
```
! RIJCOSX wB97M-V def2-TZVPD def2/J DEFGRID3
* xyz 5 1
O 0.6466 0.5853 -1.2841
O 6.1390 2.1639 1.4597
O -1.4113 0.0759 -0.7084
O -0.0038 0.3143 0.7797
O 3.5977 1.8615 -2.6054
O -0.8305 2.7402 6.6030
O -4.3175 0.8030 -0.0060
O -2.0130 -4.7359 4.6408
N -4.7811 1.9390 -0.7376
N -2.0717 -3.5678 -3.4088
N -0.7405 -4.7639 4.0117
N 2.4965 1.9839 -3.3214
N -0.3580 3.4736 5.3947
N 5.5552 0.9605 0.9760
C 0.6884 1.5061 4.3251
C 5.5899 -0.9852 -0.6410
C 3.2875 1.8563 1.6075
C 4.4764 -1.5631 0.2075
C -0.9011 4.7075 2.8264
C -0.3328 5.5979 3.9270
C 1.8004 4.0310 -1.9565
C -0.6825 -4.1486 -3.2447
C 0.2324 2.9958 -3.5493
C -0.2912 -4.4687 -1.7753
C -0.1209 -6.1216 3.5678
C -7.0943 1.1125 -0.3547
C -3.1086 -4.5659 -2.9452
C -5.7571 4.0348 -2.4940
C 4.5414 0.1643 3.1139
C -0.7479 5.0074 5.2935
C 0.0915 5.7827 6.3224
C -0.4586 -7.1621 4.6326
C 4.2243 0.6066 1.7062
C -0.7338 -2.6942 2.4265
C -3.0807 2.3298 -2.4322
C 0.7372 0.7985 -4.7236
C -2.2613 5.0900 5.6708
C -6.2626 0.9535 -2.6985
C 3.5770 -0.5022 0.8112
C -3.7685 2.9742 -1.2641
C 2.3308 4.1771 -4.5041
C -2.2113 -3.2538 -4.9136
C -3.4472 -2.2764 -4.9592
C 3.2268 1.2720 -5.6034
C -0.6240 -6.6090 2.1805
C 1.4531 -6.0000 3.4727
C -0.0665 2.0618 -4.7539
C -0.2057 0.3461 -0.4093
C -0.0698 -3.3732 3.6668
C -1.7784 1.8668 3.9865
C -4.5041 4.3092 -1.7054
C 2.2480 0.8836 -4.3603
C -0.4215 2.5595 4.1107
C 2.6887 -0.4798 -3.8695
C -0.2064 -2.4674 4.8627
C 6.4024 0.0058 0.1813
C -3.2523 -1.3765 -3.6470
C 7.2920 0.8330 -0.8668
C 7.3963 -0.7758 1.1437
C 1.2378 -4.7653 -1.7120
C -6.1647 1.7933 -1.3649
C 1.5416 -6.0255 -2.6695
C -2.1501 -2.1310 -2.7554
C 1.7260 3.2894 -3.3231
C -0.1082 3.3845 2.8868
C -2.7768 3.3262 -0.0891
C 1.9351 -4.7160 2.6326
C -6.7667 3.1883 -1.6650
C 1.4974 -3.5343 3.5460
H 1.9409 -6.8949 3.0861
H -5.6983 0.0212 -2.6760
H 0.9831 4.7499 -1.8986
H -1.8058 1.1066 3.2058
H -1.5257 -7.3017 4.8055
H 2.8117 1.8670 -6.4169
H 0.0798 -3.4212 -3.5237
H -7.2745 0.5485 -2.7011
H -2.6467 6.0822 5.4360
H 1.4082 -4.6362 1.6817
H -2.3545 2.4249 0.3554
H -2.8380 -4.9222 -1.9513
H 0.2254 -2.9004 5.7650
H -2.3207 -4.1831 -5.4728
H -1.1300 1.8237 -4.7731
H 2.0482 3.9991 -5.5416
H -3.0895 -5.4128 -3.6312
H 1.8062 -5.9307 4.5016
H -0.3347 2.8036 1.9927
H -8.0326 0.8413 -0.8386
H -1.2178 -2.3658 5.2562
H -4.7213 4.9155 -0.8260
H 0.7247 0.2758 -5.6800
H 3.6563 2.6028 2.3109
H 0.2262 0.0703 -4.0938
H 6.9373 -1.3431 1.9533
H 6.7563 1.4524 -1.5862
H -0.6576 -5.8459 1.4029
H 8.0687 -1.4230 0.5806
H 3.7730 -0.5412 -3.7761
H 0.2332 2.5686 -5.6712
H -7.4552 1.7733 0.4334
H -4.1149 -4.1474 -2.9661
H -1.2956 -0.1469 0.2182
H -0.6283 -3.6690 -1.1158
H -0.9431 -3.4325 1.6525
H 7.9442 0.1516 -1.4131
H -1.6691 -2.2258 2.7333
H -7.0992 3.7005 -0.7621
H 4.2050 1.6813 -5.3512
H 1.4432 -5.0190 -0.6720
H 5.1089 -2.0196 0.9688
H -4.4260 -2.7557 -4.9737
H -2.6605 2.5068 3.9716
H 1.9127 -3.9207 -1.8505
H 0.9659 3.5554 2.8155
H 2.6625 4.6868 -1.8352
H 6.2588 -1.7309 -1.0707
H -2.9442 4.3485 5.2562
H 0.4145 0.8059 5.1144
H -0.6112 5.2684 1.9379
H -3.5320 -1.6721 -5.8624
H 1.1338 5.9469 6.0490
H -2.9430 -0.3649 -3.9099
H -0.8406 -5.3273 -1.3892
H 2.2656 1.6771 1.9418
H 0.1933 -1.4587 4.7579
H 2.5761 -6.3050 -2.4703
H -1.6527 -6.9688 2.2002
H -7.6570 3.1019 -2.2880
H -1.2759 -2.7538 -5.1650
H -0.0649 5.3595 7.3146
H 7.9955 1.5373 -0.4228
H -2.0907 1.4337 4.9368
H 1.6367 1.8732 4.7176
H 3.6176 0.4467 -6.1986
H 2.0563 5.2197 -4.3435
H 3.2603 2.2415 0.5882
H -6.1121 1.4757 -3.6433
H -0.0032 -7.4170 1.7932
H 1.9727 -3.5933 4.5252
H -1.1612 -1.6840 -2.8572
H -0.1039 -1.8979 2.0301
H 0.8709 0.8352 3.4856
H -5.6959 3.5449 -3.4658
H 2.2779 -1.3167 -4.4342
H 5.0293 -0.8104 3.1190
H 7.9917 -0.0155 1.6492
H 1.7790 3.3441 -1.1105
H -4.2209 -1.4125 -3.1485
H 3.0153 -4.6036 2.5389
H -0.2860 2.4347 -2.7719
H -6.8129 0.1963 0.1643
H 3.8956 -2.4040 -0.1715
H 1.5032 -5.7023 -3.7098
H -1.9630 4.5139 2.6748
H 1.9001 -2.5866 3.1886
H -2.3253 1.6020 -2.1362
H -6.1747 5.0347 -2.6121
H 5.1142 -0.5291 -1.5092
H 3.1669 -0.0420 -0.0878
H 3.6433 0.0071 3.7113
H -3.1616 3.9390 0.7260
H -0.7166 -5.0163 -3.9036
H -0.4286 3.8393 -3.7485
H -0.7039 6.6169 3.8169
H 2.7122 -1.0235 1.2217
H -3.8324 4.9057 -2.3228
H -1.9394 3.8764 -0.5183
H -0.3362 6.7824 6.3982
H 0.9281 -6.9032 -2.4661
H -0.0466 -8.1219 4.3211
H -0.0354 -6.8891 5.5993
H 0.7352 5.7692 3.7923
H 2.3130 -0.7155 -2.8739
H 5.1563 0.8901 3.6461
H -2.3536 5.0765 6.7568
H -2.3301 -2.1532 -1.6806
H -2.4149 3.0025 -2.9729
H -3.8088 1.9201 -3.1322
H 3.4093 4.1186 -4.3575
*
```

Löwdin population analysis, charges in e, atoms 1 to 99:
1 O -0.0059
2 O 0.1734
3 O 0.1043
4 O 0.0173
5 O 0.1493
6 O 0.1495
7 O 0.1397
8 O 0.1804
9 N 0.1777
10 N -0.2593
11 N 0.1795
12 N 0.0951
13 N 0.2201
14 N 0.1595
15 C -0.0279
16 C -0.1419
17 C -0.0004
18 C -0.1777
19 C -0.1606
20 C -0.1250
21 C -0.0047
22 C -0.1322
23 C -0.1400
24 C -0.1905
25 C -0.4131
26 C -0.0285
27 C 0.0524
28 C -0.1584
29 C 0.0108
30 C -0.4008
31 C -0.0072
32 C -0.0121
33 C -0.3941
34 C 0.0159
35 C -0.0105
36 C -0.1358
37 C 0.0205
38 C 0.0192
39 C -0.1178
40 C -0.3856
41 C 0.0411
42 C -0.0591
43 C -0.1025
44 C 0.0232
45 C 0.0060
46 C -0.0855
47 C -0.1571
48 C -0.9595
49 C -0.3920
50 C -0.0021
51 C -0.1066
52 C -0.3582
53 C -0.4234
54 C -0.0376
55 C -0.0460
56 C -0.3963
57 C -0.0983
58 C 0.0091
59 C 0.0399
60 C -0.2053
61 C -0.4087
62 C -0.0570
63 C -0.0483
64 C -0.3771
65 C -0.1425
66 C 0.0037
67 C -0.1129
68 C -0.1044
69 C -0.1388
70 H 0.1338
71 H 0.0687
72 H 0.0967
73 H 0.1001
74 H 0.0995
75 H 0.0897
76 H 0.1283
77 H 0.1037
78 H 0.1154
79 H 0.0817
80 H 0.0641
81 H 0.0979
82 H 0.1060
83 H 0.1429
84 H 0.1129
85 H 0.0912
86 H 0.1222
87 H 0.1206
88 H 0.1119
89 H 0.1060
90 H 0.0943
91 H 0.1308
92 H 0.1359
93 H 0.0910
94 H 0.0991
95 H 0.0799
96 H 0.0858
97 H 0.0593
98 H 0.1175
99 H 0.0879

no.,strongest force on any atom (eV Å⁻¹),E_tot (a.u.)
1,1.496,-3187.52636
2,10.014,-3090.12373